[1]
Below is an isolated molecule of CH5PS, with properties calculated with ωB97M-V with the def2-TZVPD basis set.

```
! wB97M-V def2-TZVPD RIJCOSX def2/J DEFGRID3
* xyz 0 1
C 0.54 0.84 -0.67
P 0.40 -0.32 0.89
S -1.65 -0.46 0.86
H 1.40 1.49 -0.51
H -0.27 1.46 -0.75
H 0.65 0.02 -1.48
H 0.54 -1.60 -0.16
H -1.61 -1.43 1.82
*
```

Summary:
LUMO energy: 0.73 eV
total energy: -21240.9735 eV
energy above the lowest of the compared OMol25 structures with the same formula, charge and spin: 0.847 eV
SMILES: CPS
HOMO level: -0.3194 Ha
gap between HOMO and LUMO: 9.42 eV
strongest force on any atom: 4.393 eV/Å

***

[2]
Below is a structure of composition C25H21CoN5O2S3, with properties calculated with ωB97M-V with the def2-TZVPD basis set.

```
! wB97M-V def2-TZVPD RIJCOSX def2/J DEFGRID3
* xyz 1 5
Co -0.03 0.04 -0.66
C -2.63 1.11 1.04
O -1.22 0.95 0.96
C -0.48 1.27 2.08
C -1.00 1.86 3.21
C -0.16 2.15 4.27
C 1.19 1.84 4.20
C 1.71 1.24 3.06
C 0.88 0.94 1.99
N 1.31 0.30 0.80
N 2.49 -0.16 0.85
C 3.09 -0.83 -0.15
C 2.51 -1.09 -1.43
O 1.34 -0.72 -1.79
C 3.29 -1.81 -2.39
C 4.54 -2.24 -2.11
C 5.16 -2.00 -0.84
C 6.46 -2.46 -0.57
C 7.04 -2.22 0.65
C 6.33 -1.52 1.63
C 5.05 -1.07 1.38
C 4.44 -1.30 0.14
H -3.04 0.52 1.86
H -3.04 0.74 0.10
H -2.90 2.16 1.15
H -2.05 2.11 3.28
H -0.56 2.62 5.16
H 1.85 2.08 5.03
H 2.76 1.00 2.99
H 2.83 -1.99 -3.36
H 5.11 -2.78 -2.86
H 6.99 -3.00 -1.35
H 8.04 -2.58 0.85
H 6.79 -1.34 2.59
H 4.52 -0.54 2.15
S -1.33 -2.30 1.24
C -1.73 -2.39 -0.37
N -1.43 -1.45 -1.28
C -1.72 -1.84 -2.54
C -1.41 -1.12 -3.71
C -1.77 -1.65 -4.91
C -2.44 -2.89 -5.00
C -2.72 -3.63 -3.87
C -2.35 -3.11 -2.63
S -2.49 -3.80 -1.07
H -0.86 -0.19 -3.63
H -1.53 -1.13 -5.83
H -2.71 -3.28 -5.97
H -3.21 -4.59 -3.94
N -1.46 3.70 -3.44
C -1.47 2.60 -2.69
N -2.57 1.83 -2.74
S -0.14 2.26 -1.71
H -2.25 3.99 -4.00
H -0.64 4.28 -3.43
H -3.35 2.04 -3.33
H -2.61 1.01 -2.16
*
```

Summary:
LUMO energy (spin up / spin down): -2.90 / -5.95 eV
total energy: -107939.5540 eV
energy above the lowest of the compared OMol25 structures with the same formula, charge and spin: 0.000 eV
expectation value of S²: 6.05
HOMO level (spin up / spin down): -0.3597 / -0.3618 Ha
gap between HOMO and LUMO (spin up / spin down): 6.89 / 3.90 eV
strongest force on any atom: 0.516 eV/Å

***

[3]
Below is a cluster of 4 separate species, C19H45NO14P2S4 in total, with properties calculated with ωB97M-V with the def2-TZVPD basis set.

```
! wB97M-V def2-TZVPD RIJCOSX def2/J DEFGRID3
* xyz 0 1
C -0.38 6.15 1.92
C -0.29 4.64 2.14
P 0.55 3.73 0.79
C 0.77 2.08 1.54
C 1.82 1.24 0.78
C -0.73 3.58 -0.62
P -1.80 2.08 -0.64
N -2.93 2.14 0.40
O -0.92 0.77 -0.41
O -2.36 1.90 -2.12
O -1.66 4.67 -0.42
C -1.49 5.58 -1.40
O -1.78 6.73 -1.31
O -0.95 4.97 -2.48
C -0.02 4.00 -1.94
C 0.28 2.98 -3.02
C 1.30 3.53 -4.04
C 0.92 3.20 -5.49
S 1.37 4.53 -6.66
H 0.50 6.53 1.40
H -0.47 6.66 2.87
H -1.26 6.41 1.34
H -1.26 4.22 2.42
H 0.37 4.45 3.00
H 1.13 2.28 2.55
H -0.16 1.53 1.67
H 1.60 0.18 0.84
H 1.84 1.52 -0.28
H 2.80 1.41 1.21
H -2.94 2.97 0.99
H -0.05 0.77 -0.84
H -2.60 0.97 -2.28
H 0.90 4.55 -1.73
H 0.64 2.05 -2.58
H -0.64 2.74 -3.54
H 2.28 3.11 -3.85
H 1.32 4.61 -3.95
H -0.16 3.07 -5.61
H 1.41 2.31 -5.85
H 2.50 4.01 -7.14
O -3.77 -2.20 -1.05
S -3.68 -2.46 0.36
O -3.15 -3.72 0.81
O -5.11 -2.24 1.00
C -6.23 -2.95 0.42
C -6.25 -4.43 0.78
C -2.85 -1.15 1.16
H -6.23 -2.80 -0.66
H -7.11 -2.45 0.82
H -5.40 -4.95 0.34
H -7.16 -4.88 0.41
H -6.20 -4.56 1.86
H -3.27 -0.20 0.82
H -1.80 -1.22 0.87
H -2.95 -1.26 2.23
O -0.60 -7.98 -4.07
S -0.40 -7.78 -2.67
O -1.40 -8.19 -1.74
O -0.03 -6.25 -2.43
C -0.93 -5.25 -2.95
C -2.20 -5.10 -2.14
C 1.15 -8.46 -2.19
H -1.13 -5.47 -4.00
H -0.35 -4.33 -2.92
H -2.81 -6.00 -2.20
H -2.78 -4.26 -2.51
H -1.97 -4.93 -1.09
H 1.91 -8.13 -2.88
H 1.04 -9.54 -2.22
H 1.37 -8.14 -1.17
O 4.90 2.40 4.20
S 5.56 1.20 3.78
O 4.93 0.35 2.82
O 5.95 0.35 5.06
C 4.89 0.03 6.01
C 3.96 -1.05 5.51
C 7.19 1.57 3.25
H 4.36 0.95 6.26
H 5.42 -0.30 6.90
H 3.38 -0.72 4.65
H 3.26 -1.32 6.30
H 4.52 -1.94 5.22
H 7.67 2.20 3.99
H 7.10 2.09 2.30
H 7.73 0.63 3.11
*
```

Summary:
LUMO energy: 0.10 eV
total energy: -112506.3629 eV
SMILES: CCP(CC)[C@@]1(P(=N)(O)O)OC(=O)O[C@@H]1CCCS.CCOS(C)(=O)=O.CCOS(C)(=O)=O.CCOS(C)(=O)=O
HOMO level: -0.3294 Ha
gap between HOMO and LUMO: 9.07 eV
strongest force on any atom: 1.727 eV/Å

***

[4]
Below is a structure of composition C43H55CrFGe2N5O6, with properties calculated with ωB97M-V with the def2-TZVPD basis set.

```
! wB97M-V def2-TZVPD RIJCOSX def2/J DEFGRID3
* xyz 0 6
Cr 0.71 -1.48 0.44
C 5.12 4.53 -0.90
C 4.88 4.01 0.52
N 3.77 3.08 0.57
C 4.04 1.74 0.64
C 3.13 0.77 0.40
C 3.60 -0.64 0.66
O 4.80 -0.85 0.78
O 2.69 -1.54 0.79
C 1.81 1.13 -0.05
O 0.94 0.27 -0.51
C 1.48 2.52 -0.01
C 0.19 2.99 -0.35
C -0.11 4.32 -0.26
F -1.36 4.73 -0.62
C 0.79 5.27 0.19
C 2.11 4.83 0.45
C 2.46 3.49 0.34
N 0.48 6.64 0.42
C -0.88 6.98 0.77
C -0.88 8.32 1.50
N -0.29 9.34 0.57
C 1.10 8.96 0.16
C 1.04 7.60 -0.51
H 5.95 5.24 -0.91
H 4.22 5.02 -1.28
H 5.37 3.70 -1.56
H 4.72 4.83 1.22
H 5.77 3.47 0.85
H 5.05 1.45 0.92
H -0.56 2.31 -0.70
H 2.82 5.57 0.79
H -1.29 6.21 1.43
H -1.55 7.06 -0.11
H -0.25 8.26 2.38
H -1.88 8.63 1.77
H -0.30 10.26 1.00
H -0.87 9.37 -0.27
H 1.70 8.89 1.07
H 1.51 9.72 -0.50
H 2.05 7.28 -0.78
H 0.45 7.68 -1.44
O -0.06 -0.76 4.17
N 0.09 -1.14 3.03
O -0.07 -2.33 2.67
O 0.54 -0.35 2.13
C -2.57 -4.80 1.91
Ge -3.03 -3.81 0.26
C -5.02 -3.70 0.21
C -2.50 -4.96 -1.26
Ge -1.75 -1.68 0.08
C -2.62 -0.49 1.45
C -2.20 0.84 1.59
C -2.67 1.63 2.63
C -3.58 1.12 3.53
C -4.02 -0.18 3.40
C -3.54 -0.98 2.37
C -2.54 -0.89 -1.60
C -2.06 0.34 -2.04
C -2.53 0.93 -3.21
C -3.49 0.28 -3.97
C -3.96 -0.96 -3.56
C -3.49 -1.53 -2.39
H -2.91 -5.84 1.84
H -3.04 -4.34 2.79
H -1.49 -4.79 2.05
H -5.43 -4.71 0.28
H -5.38 -3.25 -0.72
H -5.40 -3.11 1.04
H -3.03 -5.92 -1.24
H -1.43 -5.15 -1.19
H -2.70 -4.48 -2.22
H -1.46 1.24 0.91
H -2.30 2.65 2.73
H -3.93 1.73 4.36
H -4.74 -0.59 4.10
H -3.86 -2.01 2.30
H -1.28 0.81 -1.47
H -2.14 1.89 -3.52
H -3.86 0.73 -4.88
H -4.70 -1.48 -4.15
H -3.87 -2.50 -2.08
C 0.75 -8.00 -0.73
C 0.90 -6.66 -0.07
C 1.06 -6.56 1.31
C 1.24 -5.32 1.92
C 1.40 -5.18 3.40
C 1.25 -4.19 1.12
C 1.04 -4.23 -0.28
C 0.87 -5.52 -0.84
N 0.99 -3.02 -0.92
C 1.38 -2.77 -2.31
C 1.55 -3.99 -3.23
C 0.34 -1.85 -2.96
C 2.74 -2.04 -2.27
H 0.72 -8.80 0.01
H 1.58 -8.19 -1.41
H -0.17 -8.05 -1.32
H 1.06 -7.46 1.92
H 1.38 -6.15 3.89
H 0.59 -4.57 3.81
H 2.34 -4.68 3.65
H 1.52 -3.26 1.60
H 0.67 -5.65 -1.89
H 0.60 -4.49 -3.42
H 2.27 -4.70 -2.83
H 1.92 -3.63 -4.19
H -0.64 -2.32 -2.97
H 0.64 -1.63 -3.99
H 0.29 -0.91 -2.42
H 3.47 -2.63 -1.71
H 2.64 -1.07 -1.79
H 3.10 -1.90 -3.29
*
```

Summary:
LUMO energy (spin up / spin down): -1.44 / -1.45 eV
total energy: -209385.4368 eV
energy above the lowest of the compared OMol25 structures with the same formula, charge and spin: 1.433 eV
expectation value of S²: 8.88
HOMO level (spin up / spin down): -0.1673 / -0.2471 Ha
gap between HOMO and LUMO (spin up / spin down): 3.11 / 5.28 eV
strongest force on any atom: 1.877 eV/Å

***

[5]
Below is an isolated molecule of C8H19NO2S, with properties calculated with ωB97M-V with the def2-TZVPD basis set.

```
! wB97M-V def2-TZVPD RIJCOSX def2/J DEFGRID3
* xyz 0 1
C 1.93 -0.52 -2.83
C 2.41 0.67 -2.04
C 2.86 0.14 -0.63
C 2.05 -0.76 0.22
C 0.76 -0.01 0.90
C 0.01 -1.00 1.67
C -1.19 -0.09 2.26
C -2.45 -0.54 1.25
H 1.64 -0.37 -3.86
H 1.22 -1.16 -2.21
H 2.96 -0.99 -2.95
H 2.91 1.46 -2.41
H 1.41 1.00 -1.91
H 2.79 1.14 -0.24
H 3.74 -0.47 -0.73
H 1.57 -1.81 -0.05
H 2.68 -1.13 1.14
H 0.25 0.14 0.00
H 1.19 0.96 1.59
H -0.52 -1.71 0.95
H 0.81 -1.55 2.40
H -1.09 1.17 2.19
H -1.48 -0.42 3.31
H -2.17 -1.27 0.38
H -3.49 -0.74 1.72
H -4.47 1.85 0.59
H -4.70 1.00 -1.11
N -4.44 0.79 0.04
O -2.52 2.12 1.06
O -1.94 1.12 -0.99
S -2.71 0.97 0.31
*
```

Summary:
LUMO energy: 0.44 eV
total energy: -25017.4736 eV
energy above the lowest of the compared OMol25 structures with the same formula, charge and spin: 7.851 eV
SMILES: CCCCCCCCS(N)(=O)=O
HOMO level: -0.3603 Ha
gap between HOMO and LUMO: 10.25 eV
strongest force on any atom: 8.092 eV/Å

***

What is the formula in the second record? C25H21CoN5O2S3